One molecule with the formula C6H10. Source: the OMol25 dataset; level of theory: wB97M-V/def2-TZVPD.

Geometry as XYZ:
```
16
Properties=species:S:1:pos:R:3:forces:R:3
C -0.464 0.937 0.994 0.0 0.0 0.0
C -0.864 -0.540 0.971 0.0 0.0 0.1
C -0.006 -1.180 -0.103 -0.3 -0.1 -0.1
C 1.389 -0.813 -0.562 0.1 0.0 0.1
C 0.199 -0.112 -1.140 0.0 0.1 -0.2
C -0.053 1.243 -0.470 -0.1 0.1 -0.1
H 0.364 1.105 1.691 -0.1 -0.1 -0.2
H -1.292 1.573 1.326 0.2 -0.1 0.0
H -1.875 -0.605 0.545 0.0 -0.1 0.3
H -0.892 -1.025 1.952 0.2 0.1 -0.1
H -0.302 -2.179 -0.413 -0.1 0.2 -0.1
H 2.090 -0.202 0.005 -0.2 -0.1 0.1
H 1.874 -1.584 -1.158 -0.1 0.1 0.2
H -0.181 -0.275 -2.141 0.4 0.1 -0.1
H 0.852 1.862 -0.502 -0.2 0.0 -0.1
H -0.838 1.796 -0.995 0.0 -0.1 0.1
```
Positions in Å, forces in eV/Å.

Output
- relative energy (zero: lowest compared OMol25 entry of this formula, charge and spin) (kcal per mole) = 15.28
- HOMO (eV) = -9.69
- F_max (eV/Å) = 0.4
- electronic energy (eV) = -6383.1967



A 2-piece molecular cluster, C3H8NO overall. Source: the OMol25 dataset; level of theory: wB97M-V/def2-TZVPD.

Geometry as XYZ:
```
13
Properties=species:S:1:pos:R:3:forces:R:3
C 2.742 0.090 1.111 -3.0 0.4 -0.8
N 1.799 -0.223 0.257 2.9 0.5 2.2
H 2.485 0.722 1.987 -0.1 -0.8 -0.6
H 3.737 -0.198 1.018 1.6 -0.4 -0.7
H 0.868 -0.059 0.620 -0.9 0.0 -1.0
H 1.946 -0.722 -0.640 -0.2 0.2 1.0
O -0.594 -0.781 -0.409 -1.2 1.1 0.1
C -1.618 -0.243 -0.835 1.3 0.5 1.8
C -2.326 0.962 -0.219 -2.4 -0.7 -0.5
H -2.015 -0.674 -1.702 -1.0 -0.6 -1.6
H -2.717 0.730 0.810 0.3 -0.1 -1.0
H -3.214 1.349 -0.863 1.5 -1.1 1.0
H -1.710 1.809 -0.096 1.2 0.9 0.1
```
Positions in Å, forces in eV/Å.

Output
- relative energy (zero: lowest compared OMol25 entry of this formula, charge and spin) (kcal per mole) = 25.53
- charge = +1
- HOMO (eV) = -14.26
- F_max (eV/Å) = 3.7
- electronic energy (eV) = -6770.0625



F6N3NaO12S6 as an isolated structure. Source: the OMol25 dataset; level of theory: wB97M-V/def2-TZVPD.

Geometry as XYZ:
```
28
Properties=species:S:1:pos:R:3:forces:R:3
Na -4.722 7.224 -21.648 -0.3 -0.1 -0.4
N -3.521 6.415 -19.776 -0.6 0.7 3.2
S -2.128 7.100 -19.444 3.4 0.5 -4.6
O -1.095 6.262 -18.939 -0.3 -0.4 1.0
O -2.095 8.491 -19.165 -0.6 0.1 1.1
F -1.723 7.125 -21.036 -0.1 -0.2 0.3
S -4.256 6.679 -18.311 -3.5 -1.0 -0.8
O -4.807 7.975 -18.139 0.6 0.3 0.1
O -3.718 5.971 -17.203 0.7 0.0 0.1
F -5.578 5.844 -18.679 0.4 -0.2 -0.1
N -4.982 9.525 -21.553 0.9 1.8 0.5
S -3.748 10.586 -21.589 2.3 -0.7 -1.3
O -3.327 11.186 -20.377 -0.5 0.1 0.7
O -3.732 11.411 -22.752 -0.2 0.0 -0.3
F -2.616 9.509 -21.869 -0.3 -0.2 -0.2
S -6.163 10.477 -21.061 -3.0 -1.1 1.5
O -6.564 11.459 -22.002 0.0 0.4 -0.6
O -6.161 10.846 -19.684 0.6 0.2 0.0
F -7.300 9.367 -21.076 0.2 0.1 -0.4
N -7.494 6.703 -25.140 0.1 -0.5 1.8
S -8.406 6.648 -23.802 -2.3 2.1 -1.2
O -7.826 7.134 -22.607 0.9 -0.4 0.7
O -9.338 5.572 -23.749 0.3 -0.5 0.0
F -9.336 7.885 -24.215 0.1 -0.2 -0.2
S -6.299 5.726 -24.810 0.8 -0.6 -1.5
O -6.635 4.350 -24.981 0.2 -0.2 0.0
O -5.461 6.047 -23.699 0.4 0.3 0.8
F -5.379 6.094 -26.042 -0.1 0.0 -0.2
```
Positions in Å, forces in eV/Å.

Output
- relative energy (zero: lowest compared OMol25 entry of this formula, charge and spin) (kcal per mole) = 8.39
- charge = -2
- HOMO (eV) = -4.83
- F_max (eV/Å) = 5.7
- electronic energy (eV) = -114776.4697